Molecular formula: C4H8BrClN
Method: DFT, wB97M-V/def2-TZVPD

The geometry in XYZ format:
```
15
Properties=species:S:1:pos:R:3:nbo_charge:R:1
C -1.94 -1.84 -0.53 -0.407
C -2.43 -1.42 0.52 0.013
C 1.67 1.46 0.41 -0.670
C 0.40 0.68 0.29 -0.072
N 0.48 -0.49 -0.64 -0.735
Cl -2.75 -0.74 2.01 0.184
Br -1.13 1.86 -0.30 0.060
H -0.04 0.18 1.23 0.249
H -1.71 -2.51 -1.27 0.267
H 1.44 2.38 0.82 0.268
H 2.47 0.90 0.87 0.249
H 2.09 1.85 -0.66 0.239
H -0.45 -0.89 -0.86 0.464
H 1.10 -1.32 -0.36 0.455
H 0.79 -0.11 -1.53 0.436
```

Its total energy is -88322.8683 eV. The net charge is +1. Its relative energy (zero: lowest compared OMol25 entry of this formula, charge and spin) is 216.3 kJ/mol.


Molecular formula: C4H8BrN
Method: DFT, wB97M-V/def2-TZVPD

The geometry in XYZ format:
```
14
Properties=species:S:1:pos:R:3:nbo_charge:R:1
H -0.26 2.30 1.58 0.340
N -0.25 1.36 1.37 -0.599
C -0.38 1.11 0.13 0.074
C -0.54 -0.33 -0.27 -0.041
C -1.43 -0.69 -1.21 -0.361
C 0.34 -1.27 0.51 -0.650
H -0.69 1.83 -0.68 0.167
H -1.66 -1.67 -1.28 0.190
H -1.83 -0.02 -1.99 0.201
H -0.22 -2.06 1.17 0.223
H 1.08 -0.69 1.04 0.239
H 0.76 -1.90 -0.18 0.217
Br 3.17 0.71 -0.05 -0.199
H 1.90 1.32 -0.15 0.196
```

Its SMILES is [H]/N=C/C(=C)C.Br. Its total energy is -75808.3777 eV. The net charge is 0. Its relative energy (zero: lowest compared OMol25 entry of this formula, charge and spin) is 114.3 kJ/mol.


Molecular formula: C4H8Cl
Method: DFT, wB97M-V/def2-TZVPD

The geometry in XYZ format:
```
13
Properties=species:S:1:pos:R:3:nbo_charge:R:1
C -1.30 -0.07 -0.52 -0.418
C -0.18 0.07 0.20 0.004
C -0.21 0.47 1.65 -0.635
C 1.19 -0.18 -0.38 -0.668
H -1.26 -0.36 -1.58 0.262
H -2.28 0.12 -0.08 0.163
H -1.24 0.63 1.99 0.201
H 0.36 1.41 1.79 0.198
H 0.25 -0.31 2.27 0.198
H 1.80 0.73 -0.31 0.189
H 1.69 -0.99 0.17 0.189
H 1.12 -0.47 -1.44 0.291
Cl 0.05 -1.05 -3.75 -0.974
```

Its total energy is -16801.7861 eV. The net charge is -1.


Molecular formula: C4H8Cl2N
Method: DFT, wB97M-V/def2-TZVPD

The geometry in XYZ format:
```
15
Properties=species:S:1:pos:R:3:nbo_charge:R:1
C 0.37 -0.30 -1.20 -0.240
C -2.45 0.20 0.31 -0.198
C 1.08 -0.62 1.14 -0.455
C 1.04 0.95 -0.79 -0.241
N 0.32 0.16 0.16 -0.421
Cl -3.23 -1.27 0.36 0.185
Cl -3.64 1.40 0.30 0.165
H -0.50 -0.34 -1.90 0.264
H 2.06 -0.12 1.42 0.247
H 0.55 -0.77 2.10 0.249
H 1.32 -1.70 0.79 0.239
H 0.52 1.96 -1.00 0.239
H 2.11 1.21 -0.86 0.271
H 1.17 -1.13 -1.28 0.242
H -0.72 0.35 0.44 0.455
```

Its total energy is -30801.5513 eV. The net charge is +1. Its relative energy (zero: lowest compared OMol25 entry of this formula, charge and spin) is 293.0 kJ/mol.


Molecular formula: C4H8Cl2O2
Method: DFT, wB97M-V/def2-TZVPD

The geometry in XYZ format:
```
16
Properties=species:S:1:pos:R:3:nbo_charge:R:1
C 0.60 1.10 -1.35 -0.620
C 0.57 0.50 0.09 -0.442
C -0.62 -0.39 0.29 -0.220
Cl -2.15 0.58 0.09 -0.091
C -0.59 -0.86 1.77 0.634
O -1.82 -1.24 2.30 -0.705
O 0.01 -0.06 2.59 -0.674
Cl 0.38 -2.55 1.59 -0.260
H -0.39 1.60 -1.40 0.221
H 0.75 0.38 -2.21 0.209
H 1.28 1.86 -1.60 0.218
H 1.40 -0.13 0.48 0.234
H 0.56 1.29 0.76 0.229
H -0.86 -1.26 -0.40 0.260
H -2.36 -1.80 1.64 0.499
H 0.04 -0.34 3.47 0.507
```

Its SMILES is CC[C@H](Cl)C(O)(O)Cl. Its total energy is -33417.1837 eV. The net charge is 0. Its relative energy (zero: lowest compared OMol25 entry of this formula, charge and spin) is 0.0 kJ/mol.


Molecular formula: C4H8ClF2N
Method: DFT, wB97M-V/def2-TZVPD

The geometry in XYZ format:
```
16
Properties=species:S:1:pos:R:3:nbo_charge:R:1
C -0.43 1.30 -1.49 -0.426
C -0.25 -0.42 -0.04 -0.108
C 1.31 -0.74 -0.03 -0.675
C -0.62 -0.70 1.51 0.640
H -1.69 1.03 -1.95 0.199
H 0.37 0.45 -1.90 0.184
H 0.08 2.50 -1.90 0.216
H 0.00 1.44 0.57 0.365
H -0.95 -0.95 -0.66 0.229
H 1.46 -1.93 0.28 0.251
H 1.71 -0.12 0.75 0.212
H 2.10 -0.61 -0.95 0.236
N -0.64 1.06 -0.10 -0.657
F 0.03 -1.82 1.87 -0.335
F -0.15 0.19 2.37 -0.330
Cl -2.33 -0.67 1.67 0.001
```

Its total energy is -23721.5025 eV. The net charge is 0. Its relative energy (zero: lowest compared OMol25 entry of this formula, charge and spin) is 382.4 kJ/mol.


> Number 3 is which compound?

C4H8Cl